Density functional theory data (ωB97M-V with the def2-TZVPD basis set) for a cluster of 15 separate species, C90H125F10O20P5 in total.

Each atom is followed by the atoms it is bonded to, with distances in Å.
Positions of all 250 atoms, in Å:
1 F 5.116 0.818 2.478  C2 1.348
2 C 4.066 0.275 3.128  F1 1.348, C3 1.412, C7 1.381
3 C 2.934 1.043 3.476  C2 1.412, C4 1.395, H8 1.080
4 C 1.931 0.462 4.252  C3 1.395, C5 1.413, H9 1.080
5 C 2.102 -0.835 4.785  C4 1.413, C6 1.400, H10 1.080
6 C 3.162 -1.636 4.343  C5 1.400, C7 1.411, H11 1.080
7 C 4.173 -1.028 3.570  C2 1.381, C6 1.411, H12 1.080
8 H 2.767 2.040 3.096  C3 1.080
9 H 1.017 1.002 4.450  C4 1.080
10 H 1.321 -1.288 5.378  C5 1.080
11 H 3.131 -2.652 4.710  C6 1.080
12 H 4.989 -1.677 3.288  C7 1.080
13 F -4.774 -4.192 -1.770  C14 1.340
14 C -6.001 -3.738 -1.487  F13 1.340, C15 1.400, C19 1.389
15 C -6.341 -2.493 -2.032  C14 1.400, C16 1.412, H20 1.080
16 C -7.687 -2.080 -1.918  C15 1.412, C17 1.409, H21 1.080
17 C -8.610 -2.786 -1.122  C16 1.409, C18 1.383, H22 1.080
18 C -8.235 -4.028 -0.642  C17 1.383, C19 1.408, H23 1.080
19 C -6.924 -4.516 -0.798  C14 1.389, C18 1.408, H24 1.080
20 H -5.645 -2.035 -2.719  C15 1.080
21 H -7.880 -1.152 -2.436  C16 1.080
22 H -9.626 -2.431 -1.040  C17 1.080
23 H -8.925 -4.610 -0.049  C18 1.080
24 H -6.721 -5.502 -0.408  C19 1.080
25 F -0.729 -5.650 0.905  C26 1.363
26 C -0.650 -5.126 -0.350  F25 1.363, C27 1.419, C31 1.391
27 C 0.464 -4.329 -0.721  C26 1.419, C28 1.385, H32 1.080
28 C 0.489 -3.744 -1.976  C27 1.385, C29 1.356, H33 1.080
29 C -0.577 -3.865 -2.806  C28 1.356, C30 1.393, H34 1.080
30 C -1.716 -4.567 -2.415  C29 1.393, C31 1.412, H35 1.080
31 C -1.772 -5.225 -1.167  C26 1.391, C30 1.412, H36 1.080
32 H 1.175 -4.103 0.060  C27 1.080
33 H 1.325 -3.134 -2.283  C28 1.080
34 H -0.490 -3.371 -3.762  C29 1.080
35 H -2.548 -4.466 -3.096  C30 1.080
36 H -2.660 -5.756 -0.860  C31 1.080
37 F -3.913 -5.239 1.321  C38 1.363
38 C -3.939 -5.323 2.682  F37 1.363, C39 1.413, C43 1.397
39 C -5.195 -5.204 3.317  C38 1.413, C40 1.378, H44 1.080
40 C -5.327 -5.385 4.677  C39 1.378, C41 1.380, H45 1.080
41 C -4.241 -5.808 5.416  C40 1.380, C42 1.432, H46 1.080
42 C -2.935 -5.884 4.836  C41 1.432, C43 1.400, H47 1.080
43 C -2.821 -5.622 3.465  C38 1.397, C42 1.400, H48 1.080
44 H -6.069 -4.937 2.741  C39 1.080
45 H -6.271 -5.081 5.106  C40 1.080
46 H -4.256 -5.737 6.494  C41 1.080
47 H -2.123 -6.092 5.517  C42 1.080
48 H -1.851 -5.825 3.036  C43 1.080
49 F -5.116 3.523 1.311  C50 1.385
50 C -4.060 3.475 2.206  F49 1.385, C51 1.428, C55 1.382
51 C -3.622 4.631 2.920  C50 1.428, C52 1.353, H56 1.080
52 C -2.637 4.521 3.841  C51 1.353, C53 1.395, H57 1.080
53 C -1.931 3.324 3.955  C52 1.395, C54 1.384, H58 1.080
54 C -2.284 2.187 3.250  C53 1.384, C55 1.402, H59 1.080
55 C -3.387 2.281 2.389  C50 1.382, C54 1.402, H60 1.080
56 H -4.078 5.608 2.844  C51 1.080
57 H -2.359 5.387 4.423  C52 1.080
58 H -1.117 3.192 4.653  C53 1.080
59 H -1.892 1.196 3.426  C54 1.080
60 H -3.739 1.413 1.852  C55 1.080
61 F 1.163 5.295 0.373  C62 1.329
62 C 2.117 4.410 0.099  F61 1.329, C63 1.367, C67 1.365
63 C 1.912 3.124 0.515  C62 1.367, C64 1.413, H68 1.080
64 C 2.858 2.139 0.154  C63 1.413, C65 1.430, H69 1.080
65 C 4.045 2.519 -0.548  C64 1.430, C66 1.398, H70 1.080
66 C 4.254 3.880 -0.784  C65 1.398, C67 1.404, H71 1.080
67 C 3.249 4.830 -0.536  C62 1.365, C66 1.404, H72 1.080
68 H 1.041 2.887 1.107  C63 1.080
69 H 2.751 1.079 0.331  C64 1.080
70 H 4.806 1.797 -0.805  C65 1.080
71 H 5.058 4.251 -1.401  C66 1.080
72 H 3.370 5.838 -0.903  C67 1.080
73 F -4.761 -3.327 -5.277  C74 1.322
74 C -3.885 -2.422 -5.678  F73 1.322, C75 1.415, C79 1.395
75 C -3.858 -2.029 -7.037  C74 1.415, C76 1.350, H80 1.080
76 C -2.907 -1.172 -7.466  C75 1.350, C77 1.394, H81 1.080
77 C -2.014 -0.665 -6.523  C76 1.394, C78 1.407, H82 1.080
78 C -2.069 -0.924 -5.142  C77 1.407, C79 1.392, H83 1.080
79 C -2.987 -1.893 -4.750  C74 1.395, C78 1.392, H84 1.080
80 H -4.501 -2.525 -7.748  C75 1.080
81 H -2.797 -0.915 -8.509  C76 1.080
82 H -1.222 0.030 -6.762  C77 1.080
83 H -1.410 -0.500 -4.399  C78 1.080
84 H -2.992 -2.254 -3.732  C79 1.080
85 F -0.318 -3.246 5.642  C86 1.326
86 C -0.406 -4.005 6.725  F85 1.326, C87 1.379, C91 1.402
87 C 0.563 -4.959 6.957  C86 1.379, C88 1.400, H92 1.080
88 C 0.513 -5.834 8.049  C87 1.400, C89 1.402, H93 1.080
89 C -0.577 -5.700 8.921  C88 1.402, C90 1.392, H94 1.080
90 C -1.605 -4.793 8.679  C89 1.392, C91 1.369, H95 1.080
91 C -1.484 -3.933 7.620  C86 1.402, C90 1.369, H96 1.080
92 H 1.425 -4.979 6.306  C87 1.080
93 H 1.229 -6.625 8.212  C88 1.080
94 H -0.690 -6.349 9.777  C89 1.080
95 H -2.402 -4.569 9.373  C90 1.080
96 H -2.238 -3.210 7.348  C91 1.080
97 F 6.949 -0.789 -2.059  C98 1.363
98 C 5.665 -0.813 -2.513  F97 1.363, C99 1.405, C103 1.377
99 C 5.247 -0.505 -3.819  C98 1.405, C100 1.336, H104 1.080
100 C 3.983 -0.649 -4.227  C99 1.336, C101 1.448, H105 1.080
101 C 2.993 -0.999 -3.230  C100 1.448, C102 1.361, H106 1.080
102 C 3.345 -1.338 -1.959  C101 1.361, C103 1.400, H107 1.080
103 C 4.701 -1.234 -1.625  C98 1.377, C102 1.400, H108 1.080
104 H 5.999 -0.260 -4.554  C99 1.080
105 H 3.715 -0.443 -5.252  C100 1.080
106 H 1.991 -1.075 -3.626  C101 1.080
107 H 2.672 -1.648 -1.174  C102 1.080
108 H 5.039 -1.471 -0.627  C103 1.080
109 F -3.830 4.557 -5.151  C110 1.358
110 C -4.092 3.819 -4.041  F109 1.358, C111 1.379, C115 1.359
111 C -3.886 2.456 -4.019  C110 1.379, C112 1.381, H116 1.080
112 C -4.230 1.760 -2.877  C111 1.381, C113 1.412, H117 1.080
113 C -4.812 2.428 -1.778  C112 1.412, C114 1.375, H118 1.080
114 C -4.926 3.797 -1.838  C113 1.375, C115 1.388, H119 1.080
115 C -4.644 4.499 -3.002  C110 1.359, C114 1.388, H120 1.080
116 H -3.572 1.897 -4.888  C111 1.080
117 H -3.948 0.722 -2.782  C112 1.080
118 H -5.022 1.946 -0.835  C113 1.080
119 H -5.338 4.371 -1.021  C114 1.080
120 H -4.881 5.544 -3.133  C115 1.080
121 C 7.565 2.999 -5.152  C122 1.508, H132 1.090, H133 1.090, H134 1.090
122 C 6.757 3.142 -3.886  C121 1.508, O123 1.390, H135 1.090, H136 1.090
123 O 6.038 4.331 -3.888  C122 1.390, P124 1.645
124 P 4.571 4.425 -4.627  O123 1.645, O125 1.529, O126 1.619, O129 1.580
125 O 4.530 3.555 -5.883  P124 1.529
126 O 4.211 6.003 -4.675  P124 1.619, C127 1.433
127 C 4.530 6.722 -5.874  O126 1.433, C128 1.570, H137 1.090, H138 1.090
128 C 6.074 6.836 -6.134  C127 1.570, H139 1.090, H140 1.090, H141 1.090
129 O 3.614 3.864 -3.502  P124 1.580, C130 1.386
130 C 2.246 3.882 -3.720  O129 1.386, C131 1.535, H142 1.090, H143 1.090
131 C 1.617 2.657 -4.399  C130 1.535, H144 1.090, H145 1.090, H146 1.090
132 H 6.933 3.043 -6.040  C121 1.090
133 H 8.362 3.726 -5.304  C121 1.090
134 H 8.097 2.050 -5.094  C121 1.090
135 H 6.164 2.279 -3.583  C122 1.090
136 H 7.461 3.247 -3.061  C122 1.090
137 H 4.098 6.221 -6.740  C127 1.090
138 H 4.024 7.681 -5.762  C127 1.090
139 H 6.254 7.468 -7.004  C128 1.090
140 H 6.519 7.337 -5.275  C128 1.090
141 H 6.601 5.892 -6.277  C128 1.090
142 H 1.701 4.005 -2.785  C130 1.090
143 H 1.903 4.657 -4.406  C130 1.090
144 H 1.915 2.596 -5.446  C131 1.090
145 H 1.813 1.692 -3.929  C131 1.090
146 H 0.529 2.718 -4.372  C131 1.090
147 C 3.145 3.825 -9.091  C148 1.481, H158 1.090, H159 1.090, H160 1.090
148 C 2.402 4.848 -8.319  C147 1.481, O149 1.412, H161 1.090, H162 1.090
149 O 1.066 4.987 -8.757  C148 1.412, P150 1.629
150 P 0.075 6.082 -8.071  O149 1.629, O151 1.481, O152 1.649, O155 1.627
151 O 0.434 7.472 -8.435  P150 1.481
152 O -1.406 5.670 -8.669  P150 1.649, C153 1.433
153 C -1.695 5.866 -10.059  O152 1.433, C154 1.555, H163 1.090, H164 1.090
154 C -2.458 7.212 -10.219  C153 1.555, H165 1.090, H166 1.090, H167 1.090
155 O -0.028 5.731 -6.486  P150 1.627, C156 1.439
156 C -1.047 6.286 -5.634  O155 1.439, C157 1.524, H168 1.090, H169 1.090
157 C -0.841 5.764 -4.217  C156 1.524, H170 1.090, H171 1.090, H172 1.090
158 H 2.612 2.875 -9.096  C147 1.090
159 H 3.081 4.204 -10.112  C147 1.090
160 H 4.121 3.708 -8.621  C147 1.090
161 H 2.471 4.598 -7.261  C148 1.090
162 H 2.958 5.744 -8.594  C148 1.090
163 H -0.776 5.898 -10.645  C153 1.090
164 H -2.321 5.126 -10.557  C153 1.090
165 H -3.407 7.164 -10.754  C154 1.090
166 H -2.820 7.729 -9.330  C154 1.090
167 H -1.801 7.911 -10.735  C154 1.090
168 H -1.075 7.370 -5.740  C156 1.090
169 H -1.990 5.992 -6.097  C156 1.090
170 H -0.850 4.674 -4.236  C157 1.090
171 H 0.163 6.063 -3.915  C157 1.090
172 H -1.552 6.066 -3.449  C157 1.090
173 C -0.711 -1.587 2.608  C174 1.558, H184 1.090, H185 1.090, H186 1.090
174 C 0.359 -0.846 1.750  C173 1.558, O175 1.407, H187 1.090, H188 1.090
175 O 0.271 -0.995 0.354  C174 1.407, P176 1.656
176 P -0.869 -0.190 -0.537  O175 1.656, O177 1.510, O178 1.642, O181 1.636
177 O -0.700 -0.440 -2.017  P176 1.510
178 O -2.315 -0.671 0.075  P176 1.642, C179 1.421
179 C -2.839 -1.971 -0.154  O178 1.421, C180 1.497, H189 1.090, H190 1.090
180 C -4.066 -2.092 0.695  C179 1.497, H191 1.090, H192 1.090, H193 1.090
181 O -0.746 1.355 -0.012  P176 1.636, C182 1.404
182 C -1.713 2.247 -0.503  O181 1.404, C183 1.551, H194 1.090, H195 1.090
183 C -1.142 2.698 -1.873  C182 1.551, H196 1.090, H197 1.090, H198 1.090
184 H -0.411 -1.517 3.653  C173 1.090
185 H -1.651 -1.035 2.593  C173 1.090
186 H -0.996 -2.599 2.320  C173 1.090
187 H 0.458 0.220 1.954  C174 1.090
188 H 1.308 -1.316 2.008  C174 1.090
189 H -3.175 -2.032 -1.189  C179 1.090
190 H -2.066 -2.706 0.072  C179 1.090
191 H -4.641 -3.015 0.617  C180 1.090
192 H -3.614 -2.112 1.687  C180 1.090
193 H -4.707 -1.243 0.460  C180 1.090
194 H -2.681 1.755 -0.597  C182 1.090
195 H -1.871 3.196 0.008  C182 1.090
196 H -0.100 2.944 -1.670  C183 1.090
197 H -1.225 1.907 -2.618  C183 1.090
198 H -1.666 3.575 -2.253  C183 1.090
199 C 5.728 -6.340 5.967  C200 1.503, H210 1.090, H211 1.090, H212 1.090
200 C 5.355 -5.467 4.802  C199 1.503, O201 1.481, H213 1.090, H214 1.090
201 O 5.202 -6.243 3.549  C200 1.481, P202 1.652
202 P 5.505 -5.602 2.057  O201 1.652, O203 1.487, O204 1.626, O207 1.659
203 O 5.289 -6.507 0.898  P202 1.487
204 O 4.704 -4.188 2.002  P202 1.626, C205 1.425
205 C 3.313 -4.184 1.693  O204 1.425, C206 1.532, H215 1.090, H216 1.090
206 C 2.374 -4.834 2.713  C205 1.532, H217 1.090, H218 1.090, H219 1.090
207 O 7.081 -5.084 2.080  P202 1.659, C208 1.398
208 C 7.545 -4.532 0.882  O207 1.398, C209 1.515, H220 1.090, H221 1.090
209 C 8.872 -3.911 1.268  C208 1.515, H222 1.090, H223 1.090, H224 1.090
210 H 5.875 -5.660 6.806  C199 1.090
211 H 4.826 -6.933 6.118  C199 1.090
212 H 6.596 -6.921 5.653  C199 1.090
213 H 4.465 -4.880 5.028  C200 1.090
214 H 6.189 -4.771 4.718  C200 1.090
215 H 2.897 -3.199 1.477  C205 1.090
216 H 3.196 -4.641 0.710  C205 1.090
217 H 1.331 -4.632 2.471  C206 1.090
218 H 2.418 -5.913 2.566  C206 1.090
219 H 2.672 -4.544 3.721  C206 1.090
220 H 7.673 -5.354 0.178  C208 1.090
221 H 6.804 -3.834 0.493  C208 1.090
222 H 9.610 -4.673 1.521  C209 1.090
223 H 9.389 -3.369 0.476  C209 1.090
224 H 8.851 -3.367 2.212  C209 1.090
225 C -2.984 3.404 7.932  C226 1.577, H236 1.090, H237 1.090, H238 1.090
226 C -3.489 2.290 8.927  C225 1.577, O227 1.420, H239 1.090, H240 1.090
227 O -3.826 1.166 8.128  C226 1.420, P228 1.627
228 P -2.802 -0.084 7.932  O227 1.627, O229 1.497, O230 1.603, O233 1.666
229 O -1.395 0.274 7.570  P228 1.497
230 O -3.539 -1.027 6.865  P228 1.603, C231 1.388
231 C -3.482 -0.629 5.537  O230 1.388, C232 1.514, H241 1.090, H242 1.090
232 C -4.128 -1.685 4.664  C231 1.514, H243 1.090, H244 1.090, H245 1.090
233 O -2.996 -0.977 9.324  P228 1.666, C234 1.437
234 C -2.268 -0.533 10.481  O233 1.437, C235 1.506, H246 1.090, H247 1.090
235 C -1.501 -1.764 10.884  C234 1.506, H248 1.090, H249 1.090, H250 1.090
236 H -2.145 2.979 7.380  C225 1.090
237 H -3.767 3.635 7.210  C225 1.090
238 H -2.555 4.292 8.397  C225 1.090
239 H -2.676 1.969 9.579  C226 1.090
240 H -4.374 2.658 9.444  C226 1.090
241 H -4.149 0.231 5.472  C231 1.090
242 H -2.479 -0.336 5.229  C231 1.090
243 H -4.372 -1.182 3.728  C232 1.090
244 H -3.429 -2.487 4.427  C232 1.090
245 H -5.011 -2.115 5.136  C232 1.090
246 H -1.583 0.263 10.188  C234 1.090
247 H -2.894 -0.066 11.242  C234 1.090
248 H -2.186 -2.610 10.953  C235 1.090
249 H -0.750 -1.912 10.108  C235 1.090
250 H -0.895 -1.642 11.781  C235 1.090

- Net charge: 0
- Maximum force: 4.1 eV Å⁻¹
- Multiplicity: 1
- LUMO level: 0.48 eV
- Electronic energy: -7715.02980 Ha
- HOMO energy: -9.017 eV